Below is C39H33IN11O3S3Ti as an isolated structure, with properties calculated with wB97M-V/def2-TZVPD.

Results
DFT total energy (eV): -127238.27823
<S²>: 2.042
Orbital gap (alpha / beta) (eV): 4.6 / 6.4
LUMO energy (alpha / beta) (Ha): 0.0711 / 0.0711
HOMO level (alpha / beta) (eV): -2.7 / -4.5
Maximum force (eV Å⁻¹): 1.5
Energy above the lowest of the compared OMol25 structures with the same formula, charge and spin (eV): 1.0565
Charge: -1
Spin multiplicity: 3

```
91
Properties=species:S:1:pos:R:3:lowdin_spin:R:1
Ti 0.87496 2.55013 -0.14730 0.684
C 5.26723 2.20960 4.25837 0.001
S 3.60864 1.48957 4.20986 0.001
C 3.20510 2.00918 2.50987 0.002
S 3.84853 1.13492 1.21138 0.022
N 2.44653 3.05952 2.51927 -0.007
N 1.88416 3.51705 1.31126 0.060
C 2.11371 4.81579 1.18568 0.176
C 1.61423 5.50703 0.06253 0.046
C 1.91997 6.85101 -0.20796 0.035
C 1.43354 7.43059 -1.35166 0.021
C 0.60694 6.67762 -2.19443 0.056
C 0.32145 5.37751 -1.84892 0.009
N 0.82132 4.77707 -0.75778 0.075
H 5.77621 1.82913 5.14579 0.000
H 5.80382 1.89899 3.36131 0.001
H 5.19970 3.29681 4.30650 0.000
H 2.70021 5.30929 1.94603 0.011
H 2.53880 7.40130 0.49350 0.001
H 1.67658 8.45902 -1.59582 0.000
H 0.18736 7.10157 -3.09855 0.003
H -0.34979 4.78817 -2.45715 0.000
C -4.64164 -9.38858 3.70606 0.000
O -3.93704 -9.18322 2.49519 0.000
C -3.41186 -7.94966 2.29370 0.000
C -2.73270 -7.76170 1.09722 0.000
C -2.15235 -6.53964 0.81535 0.000
C -2.23259 -5.47648 1.71583 0.000
C -2.92975 -5.67477 2.89851 0.000
C -3.51815 -6.89791 3.19448 0.000
C -1.60838 -4.16863 1.45837 -0.002
N -1.69306 -3.12796 2.24735 -0.001
C -0.97221 -2.13396 1.62412 -0.003
C -0.44220 -2.58918 0.44948 -0.002
N -0.85554 -3.89467 0.35273 -0.002
C 0.37112 -1.79868 -0.42606 0.014
C 0.97618 -2.23235 -1.58668 0.065
C 1.77117 -1.33412 -2.29889 0.053
C 1.87835 -0.03965 -1.85646 0.034
N 1.24946 0.43954 -0.77337 0.107
C 0.52819 -0.45018 -0.03281 0.079
C -0.03403 0.05209 1.15615 0.090
N 0.19654 1.38464 1.41615 0.097
C -0.25792 1.85711 2.59850 0.047
C -0.96426 1.10277 3.50224 0.052
C -1.23762 -0.23988 3.22591 0.080
C -0.76271 -0.77159 2.04820 0.021
H -4.98948 -10.41633 3.68516 0.000
H -5.50187 -8.72071 3.78742 0.000
H -3.99480 -9.24625 4.57424 0.000
H -2.66931 -8.58724 0.39720 0.000
H -1.63478 -6.42203 -0.13083 0.000
H -3.00406 -4.84671 3.59382 0.000
H -4.05328 -7.01513 4.12770 0.000
H -0.66255 -4.51156 -0.41454 0.000
H 0.83654 -3.25036 -1.93880 0.004
H 2.29392 -1.63546 -3.19621 0.003
H 2.51130 0.64314 -2.40240 0.002
H -0.03470 2.88334 2.81818 0.002
H -1.30628 1.56734 4.41761 0.002
H -1.79203 -0.86660 3.91588 0.004
N -2.80017 -3.15414 -2.39982 0.000
C -2.30030 -1.87914 -2.70437 0.001
C -1.62195 -1.65183 -3.90264 0.000
C -1.03363 -0.42362 -4.15449 0.000
C -1.12245 0.59126 -3.21134 0.002
C -1.83058 0.38662 -2.03518 0.002
C -2.41531 -0.83940 -1.78255 0.002
S -0.41913 2.16758 -3.59704 0.001
O -1.51295 3.10572 -3.50955 0.001
O 0.24675 2.00264 -4.85837 0.000
N 0.60944 2.46111 -2.37485 0.004
C 1.86583 2.94575 -2.55116 0.006
N 2.56493 2.91482 -1.37944 -0.002
C 3.77340 3.45196 -1.34519 0.011
C 4.35068 4.00091 -2.47001 0.003
C 3.58407 3.96410 -3.62653 0.010
N 2.36096 3.45770 -3.68998 0.002
H -3.02795 -3.72942 -3.19223 0.000
H -3.50408 -3.17927 -1.68120 0.000
H -1.54736 -2.45104 -4.63647 0.000
H -0.49730 -0.23480 -5.07643 0.000
H -1.92667 1.19078 -1.31585 0.001
H -2.94664 -1.00217 -0.84758 0.000
H 4.27749 3.41022 -0.38724 0.002
H 5.34028 4.43240 -2.44571 0.000
H 3.96697 4.37669 -4.55925 0.001
I -1.74030 4.73042 1.18511 0.022
C -1.24230 3.04393 -0.09212 -0.013
H -1.60906 3.37071 -1.06465 0.000
H -1.92749 2.28982 0.28868 0.002
```